The following is a quantum chemistry calculation of one molecule with the formula C23H28N6, from the Open Molecules 2025 dataset.

gap between HOMO and LUMO = 8.50 eV
SMILES = Cn1c(CNc2nc3ccccc3n2CCN2CCCCC2)nc2ccccc21
E_LUMO = 0.8 eV
ΔE to the lowest compared entry with this formula, charge and spin = 0.0000 eV
E = -33248.02524 eV

Element x y z (Å)
C1 -0.51 2.82 -1.38
N1 0.37 2.63 -0.26
C2 1.48 1.84 -0.18
C3 1.97 0.95 -1.27
N2 1.38 -0.37 -1.22
C4 0.33 -0.68 -2.03
N3 -0.22 0.11 -2.91
C5 -1.18 -0.65 -3.53
C6 -2.08 -0.31 -4.53
C7 -2.95 -1.29 -4.97
C8 -2.95 -2.57 -4.42
C9 -2.07 -2.92 -3.41
C10 -1.18 -1.95 -2.98
N4 -0.19 -1.95 -2.02
C11 0.26 -3.06 -1.23
C12 -0.36 -3.04 0.18
N5 0.19 -1.97 1.00
C13 1.39 -2.39 1.72
C14 2.02 -1.22 2.46
C15 1.03 -0.62 3.44
C16 -0.24 -0.23 2.68
C17 -0.79 -1.44 1.93
N6 2.08 1.92 0.98
C18 1.35 2.80 1.73
C19 1.53 3.26 3.03
C20 0.62 4.16 3.52
C21 -0.45 4.62 2.75
C22 -0.65 4.19 1.46
C23 0.26 3.27 0.95
H1 -0.45 1.97 -2.06
H2 -0.24 3.74 -1.92
H3 -1.53 2.91 -1.02
H4 3.05 0.84 -1.13
H5 1.76 1.37 -2.25
H6 1.34 -0.81 -0.30
H7 -2.08 0.68 -4.96
H8 -3.66 -1.06 -5.75
H9 -3.65 -3.30 -4.78
H10 -2.07 -3.92 -2.99
H11 -0.03 -3.98 -1.74
H12 1.35 -3.02 -1.16
H13 -1.43 -2.88 0.07
H14 -0.21 -4.03 0.65
H15 2.10 -2.81 1.00
H16 1.14 -3.19 2.45
H17 2.32 -0.44 1.75
H18 2.92 -1.57 2.98
H19 1.45 0.26 3.92
H20 0.78 -1.35 4.22
H21 -1.00 0.15 3.36
H22 0.00 0.55 1.97
H23 -1.67 -1.13 1.35
H24 -1.11 -2.21 2.65
H25 2.36 2.91 3.62
H26 0.73 4.54 4.53
H27 -1.14 5.33 3.18
H28 -1.48 4.55 0.86

The following is a quantum chemistry calculation of C16H9Cl5CsN4O2S as an isolated structure, from the Open Molecules 2025 dataset.

gap between HOMO and LUMO = 7.29 eV
E_LUMO = 2.0 eV
charge = -1
ΔE to the lowest compared entry with this formula, charge and spin = 0.4390 eV
E = -100790.55568 eV

Element x y z (Å)
Cs1 1.42 -2.52 -0.42
N1 -4.75 5.88 -3.02
C1 -3.81 4.86 -2.75
C2 -3.20 4.16 -3.79
C3 -2.32 3.13 -3.53
C4 -2.01 2.76 -2.22
C5 -2.61 3.46 -1.18
C6 -3.50 4.49 -1.45
S1 -1.59 0.32 -1.21
O1 -1.09 1.79 -2.00
O2 -2.64 0.70 -0.27
N2 -0.19 -0.03 -0.51
C7 0.35 0.71 0.48
N3 1.44 0.13 1.06
C8 2.03 0.78 2.05
C9 1.61 2.03 2.50
C10 0.51 2.54 1.83
N4 -0.12 1.92 0.85
H1 -4.56 6.36 -3.89
H2 -4.80 6.56 -2.27
H3 -3.44 4.43 -4.82
H4 -1.86 2.58 -4.34
H5 -2.36 3.18 -0.17
H6 -3.97 5.02 -0.62
H7 2.89 0.29 2.50
H8 2.10 2.55 3.30
H9 0.11 3.52 2.10
Cl1 5.53 -5.13 0.03
C11 4.23 -5.77 1.02
C12 2.98 -5.18 0.92
C13 2.03 -5.74 1.74
Cl2 0.36 -5.07 1.72
C14 2.24 -6.81 2.61
Cl3 0.98 -7.47 3.60
C15 3.51 -7.37 2.66
Cl4 3.84 -8.70 3.71
C16 4.53 -6.84 1.86
Cl5 6.12 -7.53 1.93